[1]
75
Properties=species:S:1:pos:R:3:mulliken_charge:R:1 method="wB97M-V/def2-TZVPD" total_energy_ha=-9944.5054 relative_energy_kcal_mol=93.5 e_lumo_ev=-0.80 multiplicity=1
Br -5.56 9.78 6.33 -0.031
Br -5.89 8.86 9.46 -0.024
Br -2.97 8.45 7.73 0.002
O -9.63 6.65 -3.54 -0.500
O 8.51 -1.04 2.93 -0.521
O -3.31 2.11 2.95 -0.561
O 7.07 -0.13 4.35 -0.551
O 0.66 -10.99 0.72 -0.594
O -2.34 1.13 4.68 -0.557
O 3.49 -3.13 -10.28 -0.572
O -8.08 7.00 -1.98 -0.535
O 0.82 -10.03 -1.19 -0.595
O 3.15 -1.71 -8.73 -0.591
N -2.51 1.27 3.47 0.901
N 0.26 -10.18 -0.11 0.965
N 3.37 -2.81 -9.11 0.949
N -8.95 7.37 -2.82 0.813
N 8.21 -0.28 3.84 0.864
C 9.97 1.28 6.77 -0.495
C 3.92 -3.45 -6.73 -0.287
C -2.29 -7.40 -0.50 -0.460
C 4.42 -4.35 -5.78 -0.518
C -9.80 10.79 -4.04 -0.320
C -9.37 10.85 -1.66 -0.271
C -0.85 -9.31 0.08 0.135
C -1.01 -0.73 3.05 -0.469
C -4.97 8.42 7.71 -0.324
C -9.16 9.47 -1.56 -0.521
C -0.39 -1.20 0.66 -0.513
C -1.23 -8.30 -0.88 -0.278
C 4.47 -5.69 -6.09 -0.372
C -1.83 0.68 1.15 -0.315
C 4.23 -6.09 -7.44 -0.342
C -2.55 -8.52 1.66 -0.503
C 9.37 0.19 4.70 0.161
C -0.38 -1.46 2.04 -0.257
C -2.95 -7.57 0.76 -0.280
C 11.30 1.07 6.42 -0.345
C -9.32 8.82 -2.75 0.553
C 9.06 0.77 5.91 -0.131
C 11.66 0.47 5.21 -0.410
C -9.76 11.50 -2.84 -0.574
C -1.41 -9.31 1.37 -0.252
C 10.69 0.09 4.25 -0.419
C 3.75 -3.82 -8.06 0.205
C -1.74 0.42 2.55 0.246
C -9.57 9.44 -3.99 -0.450
C 3.88 -5.15 -8.43 -0.363
C -1.08 -0.07 0.21 -0.355
H -10.15 11.19 -4.98 0.363
H 9.64 1.97 7.53 0.362
H -2.94 -8.41 2.66 0.337
H 0.15 -2.33 2.41 0.328
H 8.02 0.91 6.16 0.395
H 11.18 -0.18 3.33 0.391
H -9.32 11.34 -0.69 0.331
H -2.49 -6.74 -1.33 0.347
H 4.75 -6.41 -5.33 0.373
H 4.47 -7.11 -7.69 0.344
H -8.95 9.00 -0.61 0.414
H -3.83 -7.07 1.14 0.347
H -5.43 7.48 7.41 0.376
H -10.01 12.54 -2.94 0.369
H 12.70 0.18 5.10 0.360
H -0.93 -9.91 2.13 0.390
H 3.75 -5.49 -9.45 0.405
H 0.13 -1.74 -0.12 0.367
H 12.07 1.57 6.98 0.338
H -2.42 1.48 0.72 0.390
H -1.01 0.30 -0.80 0.376
H 4.56 -3.97 -4.78 0.347
H 3.74 -2.39 -6.59 0.421
H -9.44 8.95 -4.95 0.329
H -0.89 -1.08 4.07 0.418
H -0.70 -8.22 -1.82 0.440

[2]
75
Properties=species:S:1:pos:R:3:mulliken_charge:R:1 method="wB97M-V/def2-TZVPD" total_energy_ha=-9944.5121 relative_energy_kcal_mol=89.3 e_lumo_ev=-1.31 multiplicity=1
Br -0.93 -0.19 -1.91 -0.072
Br 1.38 -1.08 -0.07 0.038
Br 0.72 2.07 -0.57 -0.050
O 4.93 0.80 2.44 -0.574
O -4.40 -5.50 3.60 -0.540
O -0.91 1.65 7.23 -0.626
O -3.76 -4.93 5.64 -0.551
O -6.29 2.73 -2.39 -0.533
O 4.54 -1.07 1.34 -0.596
O -7.32 3.49 -0.58 -0.549
O -0.25 -0.78 -4.97 -0.573
O 1.77 -1.01 -4.40 -0.602
O 0.67 0.47 7.64 -0.637
N -6.38 2.97 -1.20 0.888
N 0.91 -1.14 -5.24 0.991
N 0.02 1.09 6.92 1.072
N 4.69 0.14 1.47 1.062
N -3.65 -4.87 4.40 0.896
C 2.57 -2.72 -8.31 -0.520
C 1.53 0.69 4.86 -0.742
C -3.15 1.53 1.42 -0.456
C -1.56 -3.06 1.75 -0.350
C 0.23 -2.14 -8.76 -0.588
C -4.43 1.70 1.90 -0.555
C -1.16 -2.08 3.97 -0.346
C 4.51 0.37 -1.02 -0.464
C 0.27 2.91 3.68 -0.865
C 2.37 -2.33 -6.96 -0.232
C 1.10 -1.82 -6.53 0.077
C 4.59 3.16 -0.82 -0.513
C -5.26 2.35 -0.34 0.020
C 0.47 1.38 5.53 -0.140
C -3.94 2.07 -0.87 -0.481
C -0.19 2.41 4.88 -0.284
C 4.55 0.95 0.26 0.214
C -2.03 -3.00 4.51 -0.430
C -2.96 1.60 0.04 0.514
C 4.34 1.18 -2.15 -0.444
C 1.46 -2.58 -9.19 -0.293
C 4.70 2.36 0.31 -0.333
C -0.88 -2.14 2.55 0.274
C 0.04 -1.68 -7.47 -0.176
C -5.44 2.15 1.05 -0.324
C 1.89 1.15 3.64 -0.055
C 1.27 2.22 3.07 0.380
C 0.89 0.30 -1.42 -0.181
C 4.41 2.58 -2.02 -0.433
C -2.37 -4.06 2.40 -0.403
C -2.70 -3.99 3.74 -0.008
H 4.59 4.23 -0.71 0.412
H 1.53 -2.89 -10.22 0.355
H -3.80 2.12 -1.94 0.437
H -0.31 3.68 3.19 0.427
H -2.86 -4.75 1.73 0.401
H 3.57 -3.01 -8.60 0.391
H -0.80 -1.10 -7.12 0.421
H -2.05 1.42 -0.51 -0.387
H 4.47 -0.68 -1.24 0.423
H -0.02 -1.55 2.27 -0.056
H -2.41 1.08 2.06 0.618
H 2.61 0.57 3.08 0.437
H -4.63 1.40 2.92 0.431
H -0.72 -1.36 4.64 0.318
H -2.44 -2.70 5.47 0.332
H -1.42 -3.09 0.68 0.414
H -0.99 2.95 5.36 0.491
H 1.46 0.36 -2.35 0.323
H 4.25 0.77 -3.14 0.482
H 4.50 3.20 -2.90 0.407
H 1.41 2.37 2.01 0.040
H 3.24 -2.33 -6.33 0.379
H 4.95 2.95 1.18 0.384
H -0.60 -2.01 -9.44 0.362
H -6.42 2.22 1.51 0.380
H 2.01 -0.14 5.36 0.472